(1)
DFT (the ωB97M-V functional and the def2-TZVPD basis) results for a molecular structure, C4H4OS2 in a non-equilibrium geometry.

## Properties
Molar mass in g mol⁻¹: 132.2
HOMO-LUMO gap (spin up / spin down) in eV: 7.63 / 6.67

Last column: natural (NBO) charge in e.
Geometry (Å):
C: -0.25 -0.02 0.29  -0.26
C: -1.59 0.03 0.58  0.47
C: -0.10 1.34 0.80  -0.07
C: 0.72 -1.07 -0.21  -0.59
O: -1.51 1.34 1.12  -0.52
S: -1.22 -1.13 -2.46  -0.16
S: 0.60 -1.27 -2.02  0.27
H: 0.46 1.34 1.64  0.19
H: 0.35 2.10 0.17  0.20
H: 1.80 -0.59 -0.14  0.24
H: 0.74 -2.06 0.23  0.25

(2)
DFT (the ωB97M-V functional and the def2-TZVPD basis) results for a molecular structure, C17H33BrGeN2O5SbSe4Ti in a non-equilibrium geometry.

## Properties
Molar mass in g mol⁻¹: 983.4
HOMO-LUMO gap (spin up / spin down) in eV: 4.40 / 6.34
<S²>: 0.772
Spin multiplicity: 2
Total charge: -2

Last column: natural (NBO) charge in e.
Geometry (Å):
Ti: -0.48 0.23 0.43  1.42
C: -2.28 -3.76 -0.69  -0.26
O: -1.15 -2.91 -0.65  -0.52
C: 0.05 -3.57 -0.42  -0.08
C: 1.15 -2.55 -0.50  -0.08
O: 1.02 -1.54 0.51  -0.56
C: 1.49 -1.97 1.79  -0.08
C: 0.33 -1.98 2.75  -0.09
O: -0.19 -0.67 2.67  -0.56
C: -1.19 -0.42 3.68  -0.26
H: -2.16 -4.50 -1.49  0.14
H: -3.15 -3.13 -0.89  0.23
H: -2.43 -4.26 0.27  0.20
H: 0.24 -4.33 -1.20  0.16
H: 0.04 -4.10 0.54  0.16
H: 1.09 -2.02 -1.45  0.25
H: 2.13 -3.02 -0.39  0.17
H: 2.24 -1.25 2.13  0.20
H: 1.96 -2.95 1.71  0.18
H: 0.67 -2.20 3.77  0.18
H: -0.45 -2.71 2.47  0.22
H: -0.70 -0.49 4.66  0.16
H: -1.98 -1.16 3.61  0.23
H: -1.58 0.57 3.51  0.23
Se: -5.06 0.00 3.98  -0.75
Sb: -4.58 -1.64 2.31  1.13
Se: -2.71 0.06 0.69  -0.55
Se: -6.01 -1.92 0.41  -0.75
Se: -3.33 -3.58 3.01  -0.82
N: -4.61 0.77 -2.40  -0.69
N: -4.56 2.00 -1.66  -0.69
H: -4.64 -0.02 -1.75  0.35
H: -3.73 0.70 -2.90  0.34
H: -4.08 1.83 -0.78  0.35
H: -5.51 2.25 -1.45  0.33
Br: 1.88 -0.63 -6.60  -0.04
C: 1.56 0.69 -5.25  -0.06
C: 1.95 2.00 -5.53  -0.36
C: 1.71 2.96 -4.53  -0.22
C: 1.12 2.62 -3.33  -0.22
C: 0.74 1.27 -3.06  -0.16
C: 0.97 0.30 -4.08  -0.27
C: 0.19 0.91 -1.83  0.64
O: -0.15 -0.31 -1.49  -0.78
O: 0.02 1.73 -0.82  -0.75
H: 2.41 2.26 -6.47  0.20
H: 1.99 3.99 -4.71  0.19
H: 0.94 3.37 -2.57  0.22
H: 0.67 -0.73 -3.91  0.23
C: 2.90 1.20 3.34  -1.10
Ge: 2.17 2.01 1.69  1.62
C: 2.71 3.90 1.69  -1.08
C: 3.09 1.21 0.14  -1.09
C: 0.25 1.81 1.66  -1.31
H: 3.05 1.96 4.10  0.22
H: 3.86 0.71 3.16  0.21
H: 2.20 0.46 3.73  0.22
H: 3.80 4.00 1.69  0.21
H: 2.31 4.43 2.56  0.22
H: 2.32 4.38 0.79  0.23
H: 4.17 1.19 0.31  0.21
H: 2.88 1.81 -0.75  0.25
H: 2.75 0.20 -0.06  0.23
H: -0.09 1.75 2.70  0.21
H: -0.17 2.73 1.22  0.25

(3)
DFT (the ωB97M-V functional and the def2-TZVPD basis) results for a single C14H8ClF4N5 molecule in a non-equilibrium geometry.

## Properties
Molar mass in g mol⁻¹: 357.7
HOMO-LUMO gap in eV: 9.60

Last column: natural (NBO) charge in e.
Geometry (Å):
F: 2.09 -3.39 0.53  -0.30
F: 0.43 -4.00 2.43  -0.30
F: -0.33 -2.03 3.06  -0.32
F: -1.63 -3.52 2.22  -0.32
Cl: -2.61 -1.10 1.00  0.07
N: -2.68 1.23 -3.10  -0.06
N: -2.20 0.08 -2.83  -0.03
N: -2.42 2.15 -2.10  -0.30
N: 2.29 2.47 -0.55  -0.40
C: -1.85 1.48 -1.17  0.36
C: 2.79 1.82 0.54  0.02
C: 0.97 2.62 -0.66  0.02
C: 1.95 1.27 1.50  -0.25
C: 1.23 -2.09 -1.22  -0.26
C: 0.28 -1.18 -1.76  -0.17
C: 0.57 1.44 1.39  -0.17
C: 1.06 -2.63 0.06  0.44
C: -1.12 -1.46 0.19  -0.02
C: -0.84 -0.81 -1.03  0.16
C: -0.16 -2.39 0.73  -0.23
C: 0.06 2.15 0.29  -0.06
N: -1.69 0.17 -1.60  -0.25
C: -0.38 -2.99 2.11  0.98
C: -1.44 2.22 0.07  -0.47
H: 3.86 1.65 0.63  0.20
H: 0.63 3.20 -1.53  0.21
H: 2.40 0.72 2.34  0.22
H: 2.11 -2.35 -1.82  0.25
H: 0.47 -0.68 -2.72  0.25
H: -0.10 0.94 2.09  0.22
H: -1.78 3.27 0.03  0.26
H: -1.95 1.76 0.90  0.24

(4)
DFT (the ωB97M-V functional and the def2-TZVPD basis) results for a molecular structure, C4H6O3Ru in a non-equilibrium geometry.

## Properties
Molar mass in g mol⁻¹: 203.2
HOMO-LUMO gap (spin up / spin down) in eV: 6.37 / 7.85
<S²>: 8.756
Spin multiplicity: 6
Total charge: +1

Last column: natural (NBO) charge in e.
Geometry (Å):
O: -0.89 -0.08 -1.48  -0.65
O: 0.50 -0.89 0.00  -0.53
O: -1.22 0.25 0.64  -0.50
C: 1.65 0.09 -0.12  -0.05
C: 2.90 -0.69 0.17  -0.73
C: -0.68 -0.52 -0.34  1.01
H: 3.72 0.04 0.30  0.25
H: 2.86 -1.30 1.10  0.27
H: 3.23 -1.38 -0.63  0.26
Ru: 0.78 1.72 -0.75  1.33
C: -2.61 0.56 0.51  -0.29
H: -3.05 0.29 1.47  0.22
H: -3.22 0.07 -0.25  0.23
H: -2.66 1.63 0.27  0.19

(5)
DFT (the ωB97M-V functional and the def2-TZVPD basis) results for 6 unconnected molecules or ions with the total composition C42H43ClFN2O13.

## Properties
Molar mass in g mol⁻¹: 838.3
HOMO-LUMO gap in eV: 8.15
Total charge: +1

Last column: Löwdin charge in e.
Geometry (Å):
C: 4.77 -3.43 -0.05  -0.02
C: 4.08 -3.13 -1.36  -0.41
O: 3.81 -4.39 -1.97  -0.01
C: 2.75 -2.40 -1.16  -0.14
O: 2.88 -0.99 -0.95  -0.07
C: 3.03 -0.22 -2.08  -0.25
C: 1.83 0.64 -2.53  -0.26
C: 0.48 -0.06 -2.53  -0.14
C: -0.31 0.03 -1.21  -0.64
C: -1.79 0.39 -1.43  -0.10
Cl: -0.26 -1.54 -0.34  0.68
N: 2.14 1.20 -3.83  -0.01
C: 3.38 1.95 -3.90  -0.16
C: 4.57 1.39 -3.11  -0.07
N: 4.14 0.77 -1.80  -0.02
C: 5.26 0.20 -1.01  0.02
C: 5.01 0.28 0.47  -0.43
O: 5.32 -0.55 1.24  0.19
F: 4.44 1.44 0.82  0.15
H: 5.80 -3.75 -0.23  0.08
H: 4.80 -2.54 0.59  0.06
H: 4.25 -4.23 0.46  0.10
H: 4.74 -2.56 -2.02  0.13
H: 3.61 -4.27 -2.90  0.10
H: 2.10 -2.63 -2.01  0.12
H: 2.25 -2.80 -0.28  0.12
H: 3.36 -0.81 -2.94  0.18
H: 1.75 1.50 -1.85  0.16
H: 0.55 -1.10 -2.85  0.11
H: -0.10 0.46 -3.28  0.12
H: 0.15 0.77 -0.56  0.10
H: -2.42 -0.34 -0.94  0.03
H: -2.04 1.35 -0.98  0.06
H: -2.07 0.41 -2.47  0.06
H: 2.05 0.53 -4.58  0.13
H: 3.70 1.98 -4.94  0.13
H: 3.22 2.99 -3.60  0.13
H: 5.12 0.63 -3.66  0.14
H: 5.27 2.19 -2.86  0.14
H: 3.73 1.52 -1.24  0.18
H: 5.45 -0.84 -1.24  0.13
H: 6.16 0.79 -1.22  0.16
C: -4.33 -1.86 -1.08  0.01
C: -5.28 -1.94 -0.16  0.03
C: -6.64 -1.40 -0.41  -0.38
O: -7.51 -1.47 0.43  0.11
C: -6.90 -0.76 -1.72  0.03
C: -5.94 -0.66 -2.64  -0.02
C: -4.58 -1.20 -2.39  -0.37
O: -3.69 -1.10 -3.22  0.06
H: -3.33 -2.24 -0.92  0.10
H: -5.12 -2.40 0.81  0.13
H: -7.89 -0.37 -1.88  0.13
H: -6.10 -0.19 -3.60  0.12
C: -3.85 2.44 -5.52  0.03
C: -4.10 1.76 -4.41  0.03
C: -5.09 2.23 -3.42  -0.36
O: -5.32 1.60 -2.40  0.07
C: -5.81 3.50 -3.71  0.03
C: -5.56 4.19 -4.82  0.03
C: -4.56 3.71 -5.82  -0.38
O: -4.33 4.34 -6.83  0.12
H: -3.13 2.11 -6.26  0.12
H: -3.60 0.82 -4.18  0.09
H: -6.53 3.83 -2.98  0.12
H: -6.06 5.12 -5.06  0.13
C: -4.46 2.08 1.26  0.03
C: -5.06 2.07 2.44  0.04
C: -4.99 3.24 3.35  -0.38
O: -5.52 3.23 4.44  0.10
C: -4.23 4.43 2.88  0.03
C: -3.63 4.44 1.69  0.02
C: -3.69 3.26 0.79  -0.37
O: -3.15 3.26 -0.29  0.08
H: -4.49 1.23 0.58  0.11
H: -5.61 1.21 2.81  0.13
H: -4.20 5.27 3.56  0.13
H: -3.07 5.29 1.33  0.12
C: -4.14 0.97 6.42  0.02
C: -4.54 1.02 7.69  0.03
C: -4.22 -0.07 8.64  -0.38
O: -4.58 -0.03 9.79  0.12
C: -3.43 -1.22 8.12  0.02
C: -3.03 -1.27 6.85  0.02
C: -3.36 -0.17 5.90  -0.38
O: -3.00 -0.21 4.74  0.09
H: -4.37 1.75 5.71  0.09
H: -5.12 1.85 8.08  0.13
H: -3.20 -2.01 8.83  0.12
H: -2.46 -2.10 6.45  0.12
C: 8.06 -2.65 3.81  0.03
C: 7.66 -2.34 2.59  0.02
C: 8.36 -2.84 1.39  -0.38
O: 7.98 -2.54 0.27  0.07
C: 9.54 -3.72 1.59  0.02
C: 9.95 -4.03 2.82  0.03
C: 9.25 -3.53 4.03  -0.38
O: 9.62 -3.82 5.14  0.12
H: 7.56 -2.29 4.70  0.13
H: 6.80 -1.71 2.37  0.09
H: 10.04 -4.07 0.70  0.12
H: 10.81 -4.67 3.00  0.13

Copy entry 2 word for word.
DFT (the ωB97M-V functional and the def2-TZVPD basis) results for a molecular structure, C17H33BrGeN2O5SbSe4Ti in a non-equilibrium geometry.

## Properties
Molar mass in g mol⁻¹: 983.4
HOMO-LUMO gap (spin up / spin down) in eV: 4.40 / 6.34
<S²>: 0.772
Spin multiplicity: 2
Total charge: -2

Last column: natural (NBO) charge in e.
Geometry (Å):
Ti: -0.48 0.23 0.43  1.42
C: -2.28 -3.76 -0.69  -0.26
O: -1.15 -2.91 -0.65  -0.52
C: 0.05 -3.57 -0.42  -0.08
C: 1.15 -2.55 -0.50  -0.08
O: 1.02 -1.54 0.51  -0.56
C: 1.49 -1.97 1.79  -0.08
C: 0.33 -1.98 2.75  -0.09
O: -0.19 -0.67 2.67  -0.56
C: -1.19 -0.42 3.68  -0.26
H: -2.16 -4.50 -1.49  0.14
H: -3.15 -3.13 -0.89  0.23
H: -2.43 -4.26 0.27  0.20
H: 0.24 -4.33 -1.20  0.16
H: 0.04 -4.10 0.54  0.16
H: 1.09 -2.02 -1.45  0.25
H: 2.13 -3.02 -0.39  0.17
H: 2.24 -1.25 2.13  0.20
H: 1.96 -2.95 1.71  0.18
H: 0.67 -2.20 3.77  0.18
H: -0.45 -2.71 2.47  0.22
H: -0.70 -0.49 4.66  0.16
H: -1.98 -1.16 3.61  0.23
H: -1.58 0.57 3.51  0.23
Se: -5.06 0.00 3.98  -0.75
Sb: -4.58 -1.64 2.31  1.13
Se: -2.71 0.06 0.69  -0.55
Se: -6.01 -1.92 0.41  -0.75
Se: -3.33 -3.58 3.01  -0.82
N: -4.61 0.77 -2.40  -0.69
N: -4.56 2.00 -1.66  -0.69
H: -4.64 -0.02 -1.75  0.35
H: -3.73 0.70 -2.90  0.34
H: -4.08 1.83 -0.78  0.35
H: -5.51 2.25 -1.45  0.33
Br: 1.88 -0.63 -6.60  -0.04
C: 1.56 0.69 -5.25  -0.06
C: 1.95 2.00 -5.53  -0.36
C: 1.71 2.96 -4.53  -0.22
C: 1.12 2.62 -3.33  -0.22
C: 0.74 1.27 -3.06  -0.16
C: 0.97 0.30 -4.08  -0.27
C: 0.19 0.91 -1.83  0.64
O: -0.15 -0.31 -1.49  -0.78
O: 0.02 1.73 -0.82  -0.75
H: 2.41 2.26 -6.47  0.20
H: 1.99 3.99 -4.71  0.19
H: 0.94 3.37 -2.57  0.22
H: 0.67 -0.73 -3.91  0.23
C: 2.90 1.20 3.34  -1.10
Ge: 2.17 2.01 1.69  1.62
C: 2.71 3.90 1.69  -1.08
C: 3.09 1.21 0.14  -1.09
C: 0.25 1.81 1.66  -1.31
H: 3.05 1.96 4.10  0.22
H: 3.86 0.71 3.16  0.21
H: 2.20 0.46 3.73  0.22
H: 3.80 4.00 1.69  0.21
H: 2.31 4.43 2.56  0.22
H: 2.32 4.38 0.79  0.23
H: 4.17 1.19 0.31  0.21
H: 2.88 1.81 -0.75  0.25
H: 2.75 0.20 -0.06  0.23
H: -0.09 1.75 2.70  0.21
H: -0.17 2.73 1.22  0.25